--- P ---
Formula: C20H33ClN2O4
Source: OMol25
Level of theory: wB97M-V/def2-TZVPD

The geometry in XYZ format:
```
60
C20H33ClN2O4 | OMol25 | wB97M-V/def2-TZVPD
C -3.39206 -2.79980 -2.48755
N -2.35450 -2.41351 -1.52927
C -1.03601 -2.28869 -2.12876
C -0.79658 -0.96700 -2.85820
O -1.08802 -1.19802 -4.22766
C -1.47185 0.31081 -2.29837
N -0.15208 0.90694 -2.18179
C 0.18185 2.16943 -1.82764
O -0.67403 3.01481 -1.62890
C 1.66130 2.41259 -1.60866
C 2.04328 1.82827 -0.25421
C 1.36171 2.40927 1.00111
C 2.68935 2.26984 1.75592
O 2.64661 1.08118 2.52750
C 3.42923 2.13603 0.38592
C 4.46456 1.03445 0.27113
C 4.00127 3.48315 -0.03111
C 0.57861 -0.27348 -2.62911
C -2.72978 -2.27961 -0.22668
O -3.86040 -2.58116 0.12739
C -1.88257 -1.69655 0.94019
Cl -0.19206 -1.11645 0.56211
C -1.73419 -2.80703 1.99302
C -1.16346 -2.30854 3.31579
C -1.97559 -1.13815 3.86227
C -2.05147 -0.00518 2.84326
C -2.63256 -0.48568 1.51753
H -4.34216 -2.87532 -1.97435
H -3.44744 -2.05819 -3.28474
H -3.13498 -3.76183 -2.93468
H -0.26972 -2.46073 -1.38728
H -0.95167 -3.07722 -2.87968
H -1.02086 -0.36579 -4.70857
H -2.15987 0.80404 -2.98753
H -1.96348 0.18196 -1.33398
H 2.25727 1.96919 -2.41239
H 1.80863 3.49137 -1.62276
H 1.90353 0.74518 -0.26289
H 1.06228 3.44872 0.86075
H 0.52890 1.84997 1.42278
H 3.00122 3.12375 2.36651
H 3.52668 0.90324 2.87418
H 5.34698 1.24923 0.88135
H 4.05323 0.07451 0.58414
H 4.80385 0.94070 -0.76374
H 4.87022 3.72761 0.58442
H 4.32222 3.47187 -1.07518
H 3.27439 4.28905 0.08720
H 1.19472 -0.74603 -1.86145
H 1.16541 -0.14261 -3.54101
H -2.73777 -3.20802 2.14618
H -1.11724 -3.60742 1.57819
H -1.16638 -3.13758 4.02654
H -0.12214 -2.00441 3.18583
H -2.98790 -1.47977 4.10373
H -1.53121 -0.77568 4.79120
H -2.68230 0.80241 3.21992
H -1.05409 0.41509 2.69156
H -2.63584 0.32401 0.78448
H -3.66504 -0.80919 1.65607
```

The value obtained for the orbital gap is 9.8 eV. As for the spin multiplicity: 1. Its SMILES is CN(CC1(O)CN(C(=O)C[C@@H]2C[C@@H](O)C2(C)C)C1)C(=O)C1(Cl)CCCCC1. The HOMO energy comes out at -9.3 eV.

Computed natural (NBO) charges, given in elementary charges:
1. C -0.42
2. N -0.43
3. C -0.26
4. C 0.30
5. O -0.72
6. C -0.24
7. N -0.45
8. C 0.70
9. O -0.62
10. C -0.49
11. C -0.19
12. C -0.43
13. C 0.11
14. O -0.72
15. C -0.05
16. C -0.62
17. C -0.62
18. C -0.24
19. C 0.67
20. O -0.64
21. C -0.02
22. Cl -0.10
23. C -0.43
24. C -0.40
25. C -0.40
26. C -0.40
27. C -0.44
28. H 0.25
29. H 0.21
30. H 0.19
31. H 0.24
32. H 0.22
33. H 0.47
34. H 0.21
35. H 0.21
36. H 0.21
37. H 0.23
38. H 0.21
39. H 0.22
40. H 0.23
41. H 0.16
42. H 0.47
43. H 0.20
44. H 0.22
45. H 0.21
46. H 0.21
47. H 0.21
48. H 0.21
49. H 0.20
50. H 0.20
51. H 0.24
52. H 0.21
53. H 0.21
54. H 0.21
55. H 0.19
56. H 0.21
57. H 0.22
58. H 0.21
59. H 0.22
60. H 0.24

***

--- Q ---
Formula: C20H33ClN2O4
Source: OMol25
Level of theory: wB97M-V/def2-TZVPD

The geometry in XYZ format:
```
60
C20H33ClN2O4 | OMol25 | wB97M-V/def2-TZVPD
C -3.75334 -2.74594 -2.11853
N -2.64009 -2.30242 -1.28021
C -1.38665 -2.02976 -1.95928
C -1.39190 -0.79887 -2.86515
O -1.91568 -1.17021 -4.11795
C -1.95952 0.48251 -2.20865
N -0.58142 0.90515 -1.98449
C -0.15293 2.12712 -1.56909
O -0.93730 2.97219 -1.17773
C 1.34731 2.29967 -1.50572
C 1.79960 1.96123 -0.09025
C 1.49300 2.95710 1.04688
C 2.85381 2.61510 1.66699
O 2.65348 1.63490 2.67256
C 3.30670 2.04107 0.28843
C 4.05725 0.72409 0.29557
C 4.06486 3.10259 -0.49593
C -0.00305 -0.10128 -2.87493
C -2.78130 -2.60421 0.04818
O -3.81970 -3.10358 0.44290
C -1.69398 -2.24352 1.08980
Cl -0.25603 -3.32975 0.76600
C -2.21508 -2.60701 2.48199
C -1.24107 -2.24575 3.59805
C -0.87085 -0.76760 3.55136
C -0.31067 -0.40130 2.18303
C -1.27652 -0.77201 1.06124
H -3.85829 -3.83259 -2.07996
H -4.68467 -2.31314 -1.76045
H -3.56770 -2.42840 -3.13909
H -0.60140 -1.91818 -1.22397
H -1.10662 -2.88528 -2.58490
H -1.99330 -0.38678 -4.67276
H -2.49428 1.13030 -2.91087
H -2.55891 0.35272 -1.30870
H 1.84990 1.65277 -2.22965
H 1.57803 3.33717 -1.74743
H 1.42938 0.96769 0.18170
H 1.44382 3.98374 0.68480
H 0.62903 2.76688 1.67956
H 3.45546 3.44557 2.05153
H 3.51149 1.31619 2.97012
H 5.06545 0.84067 0.70371
H 3.52890 -0.02699 0.88407
H 4.16279 0.34156 -0.72311
H 5.05784 3.24960 -0.06510
H 4.19486 2.80670 -1.53938
H 3.55247 4.06648 -0.48177
H 0.83836 -0.66819 -2.47178
H 0.25680 0.29322 -3.86277
H -3.15032 -2.05795 2.61788
H -2.47376 -3.66387 2.50035
H -1.69874 -2.49697 4.55688
H -0.33664 -2.85365 3.51245
H -1.76347 -0.16314 3.74876
H -0.14510 -0.52483 4.32971
H -0.09778 0.66671 2.13040
H 0.64281 -0.91411 2.02618
H -0.85159 -0.48642 0.10168
H -2.20378 -0.19699 1.17682
```

The value obtained for the orbital gap is 9.8 eV. As for the spin multiplicity: 1. Its SMILES is CN(CC1(O)CN(C(=O)C[C@@H]2C[C@@H](O)C2(C)C)C1)C(=O)C1(Cl)CCCCC1. The HOMO energy comes out at -9.4 eV.

Computed natural (NBO) charges, given in elementary charges:
1. C -0.42
2. N -0.44
3. C -0.23
4. C 0.24
5. O -0.71
6. C -0.23
7. N -0.45
8. C 0.70
9. O -0.61
10. C -0.49
11. C -0.19
12. C -0.42
13. C 0.11
14. O -0.72
15. C -0.05
16. C -0.62
17. C -0.62
18. C -0.23
19. C 0.67
20. O -0.61
21. C -0.02
22. Cl -0.09
23. C -0.43
24. C -0.41
25. C -0.39
26. C -0.41
27. C -0.44
28. H 0.20
29. H 0.22
30. H 0.22
31. H 0.23
32. H 0.22
33. H 0.47
34. H 0.20
35. H 0.22
36. H 0.21
37. H 0.23
38. H 0.21
39. H 0.22
40. H 0.23
41. H 0.16
42. H 0.47
43. H 0.21
44. H 0.22
45. H 0.21
46. H 0.21
47. H 0.21
48. H 0.21
49. H 0.20
50. H 0.19
51. H 0.22
52. H 0.24
53. H 0.21
54. H 0.21
55. H 0.19
56. H 0.21
57. H 0.22
58. H 0.21
59. H 0.22
60. H 0.22

***

Most stable: Q. Least stable: P.

***

--- P ---
Formula: H14NO10
Source: OMol25
Level of theory: wB97M-V/def2-TZVPD

The geometry in XYZ format:
```
25
H14NO10 | OMol25 | wB97M-V/def2-TZVPD
N 7.73300 -32.01600 14.28400
O 7.31100 -32.23100 13.12900
O 6.85700 -31.44600 14.99800
O 8.93800 -31.68400 14.39400
O 7.30700 -28.71000 13.53700
H 6.96700 -29.49800 13.86800
H 6.52000 -28.27700 13.37800
O 9.19100 -29.45700 16.01900
H 9.40000 -30.26900 15.50800
H 8.23100 -29.41700 16.05200
O 4.32900 -30.78000 14.86600
H 4.28900 -30.12600 14.19900
H 5.23800 -31.07200 14.81300
O 5.16200 -31.87000 11.72500
H 4.68600 -31.15300 12.18900
H 5.94000 -32.08800 12.29200
O 9.03800 -32.67300 10.90400
H 9.95500 -32.60800 10.61500
H 9.07500 -32.83600 11.82700
O 9.54700 -30.04300 11.99700
H 9.50400 -30.88900 11.51400
H 9.00400 -30.20300 12.75900
O 6.47400 -29.43200 16.87200
H 6.36200 -30.32200 16.51700
H 6.14000 -28.84000 16.18400
```

Its net charge is -1. The value obtained for the orbital gap is 9.7 eV. As for the spin multiplicity: 1. The HOMO energy comes out at -7.0 eV.

Computed natural (NBO) charges, given in elementary charges:
1. N 0.72
2. O -0.52
3. O -0.60
4. O -0.49
5. O -0.91
6. H 0.46
7. H 0.45
8. O -0.99
9. H 0.48
10. H 0.48
11. O -0.96
12. H 0.44
13. H 0.49
14. O -0.98
15. H 0.45
16. H 0.49
17. O -0.93
18. H 0.46
19. H 0.49
20. O -0.96
21. H 0.47
22. H 0.48
23. O -0.95
24. H 0.50
25. H 0.46

***

--- Q ---
Formula: H14NO10
Source: OMol25
Level of theory: wB97M-V/def2-TZVPD

The geometry in XYZ format:
```
25
H14NO10 | OMol25 | wB97M-V/def2-TZVPD
N -0.91929 -0.83377 0.71679
O -1.89186 -0.56476 1.47468
O -0.45558 -0.02923 -0.05226
O -0.59952 -2.03242 0.75842
O -1.54540 1.98382 6.10360
H -1.78892 1.50809 6.89771
H -1.97583 1.50484 5.39540
O 0.45013 -4.98700 -3.85161
H 0.65418 -4.19312 -4.34593
H -0.26012 -4.72818 -3.26442
O 3.88876 1.38730 -4.19353
H 3.10111 1.57770 -3.68404
H 3.57520 1.28948 -5.09261
O -6.60344 1.37995 0.62198
H -6.61330 2.32757 0.75677
H -5.74085 1.10262 0.93063
O 4.85588 -4.12048 0.41395
H 3.97807 -3.82846 0.16817
H 5.40219 -3.33950 0.32533
O 2.99899 1.38101 3.70480
H 2.11986 1.30456 4.07563
H 3.55780 0.89281 4.30947
O -1.95294 3.52058 -4.39901
H -1.61522 3.30799 -3.52896
H -2.61998 4.18863 -4.24089
```

Its net charge is -1. The value obtained for the orbital gap is 6.9 eV. As for the spin multiplicity: 1. The HOMO energy comes out at -4.2 eV.

Computed natural (NBO) charges, given in elementary charges:
1. N 0.71
2. O -0.61
3. O -0.53
4. O -0.57
5. O -0.94
6. H 0.46
7. H 0.48
8. O -0.94
9. H 0.47
10. H 0.48
11. O -0.94
12. H 0.48
13. H 0.46
14. O -0.94
15. H 0.46
16. H 0.48
17. O -0.94
18. H 0.48
19. H 0.46
20. O -0.93
21. H 0.48
22. H 0.46
23. O -0.94
24. H 0.48
25. H 0.46

***

Most stable: P. Least stable: Q.